(1)
A molecular structure, C29H26HgN11O2S2, computed with the ωB97M-V functional and the def2-TZVPD basis.

Its spin multiplicity is 2. As for the expectation value of S²: 0.78. The total energy is -76826.425 eV. The total charge is -2. The LUMO energy (spin up / spin down) is 3.30 / 3.30 eV.

Geometry as XYZ:
```
71
Properties=species:S:1:pos:R:3:forces:R:3:nbo_charge:R:1
Hg -0.6449 0.0228 0.1910 0.661 -0.180 0.608 1.401
O -2.6293 2.6046 3.7157 -0.205 0.000 -0.175 -0.701
C -1.7003 2.3346 4.6423 0.399 -0.072 0.175 0.334
C -2.0113 2.5333 5.9878 -0.093 0.057 -0.046 -0.296
C -1.0712 2.2928 6.9700 -0.048 0.040 0.066 -0.212
C 0.2005 1.8527 6.6313 0.142 -0.020 0.208 -0.287
C 0.5130 1.6207 5.3079 -0.180 0.109 0.005 -0.166
C -0.4238 1.8434 4.3018 -0.291 0.060 0.213 -0.130
C -0.1295 1.4892 2.9023 1.643 -0.687 -0.288 0.520
O -0.9405 1.8101 1.9777 -0.731 0.361 -0.371 -0.817
N 1.0088 0.8156 2.7344 -0.606 0.364 1.153 -0.449
N 1.2230 0.3832 1.4927 -0.596 0.349 -1.042 -0.433
C 2.3413 -0.2460 1.2405 0.556 -0.242 -0.342 -0.043
C 2.7012 -0.6056 -0.0800 0.088 0.130 1.240 0.063
C 3.9123 -1.2882 -0.3353 0.277 -0.233 -0.422 -0.223
C 4.3066 -1.5275 -1.6229 0.291 -0.123 0.750 -0.236
C 3.4897 -1.0779 -2.6677 -0.533 0.222 -0.743 -0.383
C 2.2977 -0.4601 -2.3351 0.553 -0.114 -0.297 0.047
N 1.8887 -0.2278 -1.1028 -1.031 0.422 -0.415 -0.582
H -2.2226 2.3369 2.8383 0.117 -0.023 0.103 0.520
H -3.0094 2.8597 6.2399 -0.114 0.070 0.003 0.203
H -1.3340 2.4410 8.0098 -0.029 0.030 0.061 0.188
H 0.9377 1.6699 7.4017 0.040 -0.014 0.062 0.190
H 1.4822 1.2465 5.0169 0.025 -0.048 -0.052 0.234
H 3.0411 -0.4482 2.0527 -0.113 0.022 -0.013 0.165
H 4.5076 -1.6067 0.5065 0.121 -0.060 0.117 0.197
H 5.2331 -2.0436 -1.8395 0.066 -0.039 0.059 0.189
H 3.7719 -1.2091 -3.7006 -0.026 -0.010 -0.140 0.193
H 1.6405 -0.1054 -3.1236 -0.046 -0.029 -0.187 0.156
S -0.9334 -2.4248 1.2210 -0.108 -0.291 0.216 -0.332
C -2.5945 -2.0023 1.2735 0.447 0.006 -0.192 -0.205
S -3.1032 -0.5005 0.6033 -0.435 0.327 -0.090 -0.390
C -3.5453 -2.8629 1.8124 0.347 0.494 -0.239 -0.543
C -3.2076 -4.1085 2.3397 0.257 -0.942 0.325 0.342
N -2.9921 -5.1600 2.7647 0.045 -0.145 0.095 -0.425
C -4.9083 -2.5569 1.8152 -0.874 0.139 -0.022 0.340
N -6.0477 -2.3720 1.8215 -0.211 0.078 0.015 -0.430
N 1.3777 3.7862 -4.9488 -0.819 -0.275 0.711 -0.317
C 0.5401 3.4672 -4.2131 1.994 0.820 -1.757 0.284
C -0.4833 3.0842 -3.3537 -2.508 -0.434 1.376 -0.241
C -1.8153 3.5698 -3.5052 1.463 -0.402 0.012 -0.100
C -2.7762 3.1117 -2.6361 -0.323 -0.125 0.267 -0.273
C -2.4387 2.1884 -1.6516 0.847 -0.085 -0.123 0.093
N -1.1806 1.7307 -1.5036 -1.195 0.305 0.006 -0.467
C -0.2444 2.1703 -2.3092 0.567 0.514 -0.784 0.112
H -2.0473 4.2829 -4.2848 0.014 -0.020 -0.022 0.219
H -3.7982 3.4596 -2.7134 0.024 -0.024 0.021 0.224
H -3.1701 1.7983 -0.9591 -0.059 -0.096 0.090 0.238
H 0.7538 1.7908 -2.1334 0.148 -0.120 0.061 0.244
C -0.2988 -2.8602 -2.1829 0.387 -0.051 0.206 -0.097
N -1.3801 -1.8833 -2.1322 0.005 0.168 -0.009 -0.483
C -1.3851 -1.1210 -3.3687 0.044 0.019 0.026 -0.076
N -1.5485 -1.9835 -4.5435 -0.052 0.252 -0.323 -0.486
C -0.4624 -2.9600 -4.5395 0.196 -0.130 -0.174 -0.076
N -0.4352 -3.7665 -3.3263 0.117 -0.177 -0.122 -0.477
C -1.7197 -4.4481 -3.2058 0.012 -0.243 -0.075 -0.075
N -2.8367 -3.5133 -3.1722 -0.253 -0.128 -0.092 -0.477
C -2.6391 -2.6147 -2.0332 -0.291 0.056 0.266 -0.089
C -2.8027 -2.7145 -4.3878 -0.150 -0.080 -0.124 -0.072
H -0.3125 -3.4431 -1.2589 0.014 0.106 -0.051 0.232
H 0.6573 -2.3375 -2.2586 -0.061 -0.057 0.057 0.215
H -0.4409 -0.5788 -3.4603 -0.012 -0.007 -0.003 0.195
H -2.2069 -0.3985 -3.3440 -0.005 -0.008 0.012 0.188
H 0.4918 -2.4313 -4.6358 -0.055 -0.047 0.007 0.198
H -0.5937 -3.6264 -5.4021 0.058 0.085 0.048 0.178
H -1.7264 -5.0363 -2.2840 0.015 0.020 -0.062 0.206
H -1.8470 -5.1207 -4.0641 0.013 0.022 0.084 0.175
H -2.6350 -3.2086 -1.1163 -0.005 0.125 -0.001 0.228
H -3.4695 -1.9050 -1.9920 0.073 -0.043 0.070 0.211
H -3.6284 -1.9974 -4.3586 0.008 -0.026 -0.036 0.189
H -2.9320 -3.3780 -5.2522 -0.017 0.078 0.043 0.179
```
Positions in Å, forces in eV/Å.

***

(2)
C29H26N4O6S in the gas phase, computed with the ωB97M-V functional and the def2-TZVPD basis.

The total energy is -59574.301 eV. Its structure (SMILES) is COc1ccc(-c2cc(C(=O)Nc3ccc(S(=O)(=O)Nc4onc(C)c4C)cc3)c3ccccc3n2)cc1OC. The total charge is 0. Its energy above the lowest of the compared OMol25 structures with the same formula, charge and spin is 5.1 kcal per mole. The LUMO energy is -0.45 eV.

Geometry as XYZ:
```
66
Properties=species:S:1:pos:R:3:forces:R:3:nbo_charge:R:1
C 7.2685 4.2986 -0.6520 -0.006 0.206 -0.116 -0.250
O 7.3068 3.0867 0.0591 -0.183 -0.445 0.170 -0.507
C 6.2456 2.2250 -0.0388 0.094 0.028 0.014 0.227
C 5.1136 2.5018 -0.7975 0.155 0.160 0.010 -0.288
C 4.0448 1.6284 -0.8631 -0.066 -0.217 0.106 -0.196
C 4.0823 0.4272 -0.1646 0.470 0.440 0.001 -0.095
C 2.9852 -0.5450 -0.1967 -0.232 -0.491 0.065 0.221
C 1.6571 -0.1482 -0.4877 -0.310 -0.279 -0.018 -0.235
C 0.6537 -1.0856 -0.5161 0.573 0.026 -0.062 -0.087
C -0.7382 -0.6709 -0.8586 -0.031 0.263 0.156 0.677
O -1.4362 -1.2482 -1.6623 0.019 -0.140 -0.093 -0.592
N -1.1317 0.4512 -0.1694 0.298 0.146 0.255 -0.601
C -2.3890 1.0458 -0.2004 -0.528 0.137 -0.126 0.166
C -3.2444 0.8978 -1.2931 0.068 -0.002 -0.082 -0.205
C -4.5249 1.4116 -1.2318 0.070 0.169 -0.015 -0.165
C -4.9390 2.0861 -0.0997 -0.654 0.199 -0.091 -0.374
S -6.6840 2.3450 0.1473 0.115 -0.114 0.272 2.304
O -6.9665 3.5256 0.9027 0.194 -0.001 0.255 -0.926
O -7.3882 2.1185 -1.0741 0.256 -0.214 -0.105 -0.922
N -7.0287 1.0381 1.2157 -0.004 0.746 -0.240 -0.848
C -6.1889 -0.0489 1.1164 0.483 -1.469 -0.714 0.442
O -5.3021 -0.2710 2.1137 -0.649 0.613 -0.152 -0.301
N -4.5020 -1.3167 1.7568 0.650 -0.787 0.014 -0.143
C -4.8788 -1.7149 0.5711 -0.278 0.534 0.291 0.171
C -4.1817 -2.8088 -0.1457 0.066 0.056 0.051 -0.659
C -5.9773 -0.9394 0.0984 -0.290 0.408 0.770 -0.156
C -6.7256 -1.0984 -1.1757 -0.035 -0.023 0.143 -0.649
C -4.0775 2.3090 0.9587 0.169 0.111 0.006 -0.165
C -2.7950 1.8028 0.9020 -0.043 -0.024 -0.119 -0.225
C 0.9693 -2.4448 -0.2525 0.393 0.093 0.066 -0.014
C 0.0290 -3.4922 -0.2499 -0.140 -0.285 0.019 -0.194
C 0.4224 -4.7707 0.0369 -0.237 0.173 -0.047 -0.209
C 1.7628 -5.0579 0.3407 0.265 0.059 0.029 -0.198
C 2.6993 -4.0635 0.3532 -0.124 -0.189 0.017 -0.184
C 2.3299 -2.7334 0.0578 -0.770 -0.162 -0.109 0.136
N 3.2860 -1.7927 0.0785 0.453 0.460 -0.040 -0.401
C 5.2218 0.1349 0.5780 0.043 0.228 -0.066 -0.218
C 6.3025 1.0020 0.6620 -0.124 -0.055 -0.061 0.332
O 7.3135 0.5487 1.4521 -0.363 -0.011 -0.074 -0.509
C 8.5452 1.2279 1.5467 0.476 0.144 0.122 -0.241
H 6.4379 4.9330 -0.3263 0.022 -0.033 -0.030 0.178
H 7.2010 4.1325 -1.7319 -0.017 0.008 0.044 0.178
H 8.2101 4.7964 -0.4243 -0.085 0.015 -0.053 0.201
H 5.0570 3.4229 -1.3549 0.048 0.086 -0.033 0.220
H 3.2038 1.8862 -1.4877 -0.099 0.022 -0.056 0.208
H 1.4412 0.8894 -0.6934 -0.025 0.072 -0.017 0.221
H -0.5320 0.7459 0.5898 -0.040 -0.138 -0.152 0.411
H -2.9189 0.3455 -2.1580 -0.013 0.009 -0.024 0.249
H -5.2232 1.2835 -2.0423 -0.044 -0.115 -0.146 0.245
H -7.0941 1.3907 2.1608 -0.098 0.165 0.120 0.421
H -3.5417 -2.3848 -0.9205 0.041 -0.037 -0.074 0.248
H -4.9017 -3.4719 -0.6190 -0.017 -0.109 -0.024 0.224
H -3.5663 -3.3682 0.5529 0.061 -0.094 0.007 0.236
H -7.3948 -1.9568 -1.1122 -0.048 -0.049 -0.094 0.226
H -7.3166 -0.2083 -1.3729 -0.055 -0.064 -0.164 0.253
H -6.0334 -1.2700 -1.9977 -0.011 0.029 -0.157 0.219
H -4.4276 2.8556 1.8201 0.032 0.024 0.173 0.241
H -2.1187 1.9482 1.7313 0.056 0.000 0.112 0.218
H -0.9998 -3.2759 -0.4900 -0.072 -0.015 -0.027 0.228
H -0.3021 -5.5714 0.0320 -0.080 -0.041 -0.005 0.216
H 2.0470 -6.0755 0.5653 0.055 -0.066 0.020 0.217
H 3.7348 -4.2570 0.5843 0.110 -0.012 0.023 0.226
H 5.2764 -0.7979 1.1145 0.050 -0.092 0.071 0.244
H 9.1674 0.5947 2.1794 -0.022 0.054 -0.052 0.189
H 8.4345 2.2092 2.0124 0.033 -0.105 -0.044 0.183
H 9.0205 1.3426 0.5702 -0.024 -0.007 0.077 0.180
```
Positions in Å, forces in eV/Å.

***

(3)
A molecular structure, C29H27AsBF6N6S2W, computed with the ωB97M-V functional and the def2-TZVPD basis.

Its spin multiplicity is 2. As for the expectation value of S²: 0.77. The total energy is -140773.575 eV. The total charge is 0. Its energy above the lowest of the compared OMol25 structures with the same formula, charge and spin is 20.7 kcal per mole. The LUMO energy (spin up / spin down) is -0.54 / -0.83 eV.

Geometry as XYZ:
```
73
Properties=species:S:1:pos:R:3:forces:R:3:lowdin_spin:R:1
W -0.1165 -0.1516 -0.1322 -1.750 1.585 -1.409 0.877
C 2.5533 0.4512 -3.7338 -0.062 0.038 -0.033 -0.001
C 3.4073 1.4419 -3.2708 0.021 -0.007 0.031 0.001
C 3.0949 2.1015 -2.1005 -0.053 0.019 -0.056 0.000
C 1.9562 1.7356 -1.3909 -0.071 0.065 0.058 0.004
N 1.2167 0.6690 -1.7757 0.750 -0.300 0.505 -0.003
C 1.4812 0.0848 -2.9514 -0.019 -0.010 0.001 0.001
C 1.3591 2.4857 -0.2972 0.015 -0.013 0.083 0.008
C 1.8305 3.7299 0.1237 -0.027 -0.024 -0.009 0.000
C 1.1046 4.4591 1.0421 0.012 0.023 0.001 0.004
C -0.0939 3.9488 1.5316 -0.042 0.018 -0.025 0.000
C -0.5614 2.7122 1.1260 -0.082 0.010 -0.139 0.001
C 0.1603 1.9529 0.2051 0.626 -0.035 0.187 -0.008
H 2.7137 -0.0481 -4.6778 0.028 -0.023 0.015 0.000
H 4.2939 1.7110 -3.8294 -0.016 0.022 -0.020 0.000
H 3.7060 2.9153 -1.7400 -0.007 0.015 -0.015 0.000
H 0.7984 -0.6835 -3.2705 0.017 -0.023 0.021 0.000
H 2.7525 4.1346 -0.2733 0.004 0.000 -0.009 0.000
H 1.4607 5.4259 1.3714 0.008 -0.005 0.017 0.000
H -0.6655 4.5169 2.2543 0.002 -0.001 0.005 0.000
H -1.4812 2.3276 1.5434 0.018 -0.009 0.032 0.000
S -1.1641 1.3925 -2.0764 -0.041 -0.419 0.170 -0.039
C -2.7158 2.0093 -1.5876 0.192 0.046 -0.043 0.006
C -3.3194 3.0826 -2.2402 -0.098 -0.031 -0.081 -0.004
C -4.6062 3.4592 -1.8912 0.067 -0.001 0.029 0.011
C -5.2791 2.7918 -0.8711 -0.006 -0.010 -0.016 -0.002
C -4.6573 1.7602 -0.1883 -0.019 0.025 0.024 0.009
C -3.3664 1.3799 -0.5446 0.015 0.102 0.152 0.006
S -2.5427 0.1117 0.3290 0.013 -0.277 0.349 0.066
H -2.7838 3.6020 -3.0247 -0.010 -0.004 -0.015 -0.001
H -5.0817 4.2829 -2.4072 -0.006 0.005 0.003 0.001
H -6.2834 3.0875 -0.5981 0.001 0.011 0.005 0.000
H -5.1577 1.2525 0.6267 -0.007 0.010 0.006 0.000
B 1.6709 -2.8598 -1.8257 0.020 0.076 -0.013 0.000
N 2.2429 -2.2269 -0.5167 -0.080 -0.039 0.049 0.005
C 3.4248 -2.5762 -0.0046 0.036 0.021 -0.036 0.002
C 3.7943 -1.6634 0.9668 0.012 0.009 -0.021 0.001
C 2.7462 -0.7598 1.0092 0.004 0.056 -0.061 0.007
N 1.8094 -1.1058 0.1138 -0.092 -0.139 0.223 0.015
N 0.1197 -2.6794 -1.9542 -0.056 -0.026 -0.051 0.004
C -0.6241 -3.5575 -2.6293 0.030 -0.016 0.015 0.005
C -1.8896 -3.0348 -2.8295 0.001 0.019 0.005 0.001
C -1.8507 -1.7938 -2.2196 -0.009 0.087 -0.037 0.008
N -0.6381 -1.5728 -1.6902 0.394 -0.247 0.028 0.004
H 1.8746 -4.0457 -1.7702 -0.011 -0.013 0.016 0.000
H 2.2146 -2.3589 -2.7747 0.026 -0.033 -0.016 0.000
H 3.9326 -3.4468 -0.3842 0.005 -0.002 -0.004 0.000
H 4.6838 -1.6604 1.5698 0.001 -0.005 0.011 0.000
H 2.6162 0.1077 1.6311 -0.001 -0.010 0.012 0.000
H -0.1921 -4.4962 -2.9327 0.002 0.001 -0.018 0.000
H -2.7197 -3.4881 -3.3401 -0.008 -0.007 0.002 0.000
H -2.6174 -1.0467 -2.1279 -0.016 -0.026 0.026 0.002
C -2.7024 -5.3273 3.0189 0.025 -0.012 0.023 0.000
C -2.0144 -4.1323 2.4345 -0.010 -0.015 -0.005 0.001
C -2.3425 -2.8401 2.8002 0.035 0.045 0.007 0.000
C -1.7263 -1.7647 2.1895 0.161 -0.038 0.147 0.001
N -0.8046 -1.8965 1.2249 0.141 -0.287 -0.102 -0.005
C -0.4108 -3.1555 0.9462 0.048 0.060 0.048 0.001
C -0.9866 -4.2704 1.5042 0.020 -0.006 0.029 0.000
H -3.4813 -5.0341 3.7196 0.002 0.000 0.007 0.000
H -1.9878 -5.9647 3.5415 0.004 0.002 0.004 0.000
H -3.1555 -5.9263 2.2277 -0.004 0.000 0.001 0.000
H -3.0780 -2.6430 3.5680 -0.012 -0.004 -0.006 0.000
H -1.9634 -0.7651 2.5011 -0.053 -0.013 -0.032 0.000
H 0.4162 -3.2705 0.2703 -0.078 -0.026 -0.064 0.000
H -0.6211 -5.2468 1.2144 -0.006 -0.004 -0.008 0.000
F 0.2775 0.3006 2.0826 -0.123 -0.302 0.017 0.013
As 0.7568 0.4410 3.9002 0.209 0.097 0.099 0.000
F -0.1949 1.8658 3.9519 0.005 -0.019 -0.032 0.000
F 2.1125 1.3444 3.3241 -0.042 -0.016 0.003 0.000
F 1.2484 0.5784 5.5304 -0.008 -0.002 -0.048 0.000
F 1.6319 -1.0268 3.6619 -0.046 0.015 -0.016 0.000
F -0.6389 -0.4850 4.3076 0.000 0.017 -0.021 0.000
```
Positions in Å, forces in eV/Å.